C32H36BrClN7O2Ti | the ωB97M-V functional and the def2-TZVPD basis

Calculated values
* E_LUMO (alpha / beta): -3.063 / -3.256 eV
* E_HOMO (alpha / beta): -8.2 / -10.7 eV
* expectation value of S²: 2.052

```
! wB97M-V def2-TZVPD RIJCOSX def2/J DEFGRID3
* xyz 1 3
Ti -0.19 -1.39 -2.93
Br -2.22 -4.60 3.21
C -2.08 -3.74 1.54
C -2.93 -2.67 1.24
C -2.84 -2.03 0.02
C -1.88 -2.41 -0.92
O -1.83 -1.78 -2.09
C -1.02 -3.50 -0.61
C -0.04 -4.00 -1.54
N 0.38 -3.28 -2.53
C 1.18 -3.69 -3.62
C 2.20 -4.63 -3.53
C 2.90 -4.98 -4.68
C 2.58 -4.41 -5.89
C 1.56 -3.45 -6.01
C 1.19 -2.84 -7.24
C 0.14 -1.93 -7.24
C -0.49 -1.58 -6.06
N -0.14 -2.09 -4.86
C 0.86 -3.06 -4.84
C -1.16 -4.16 0.62
H -3.66 -2.36 1.97
H -3.51 -1.22 -0.22
H 0.31 -5.02 -1.41
H 2.45 -5.08 -2.57
H 3.70 -5.71 -4.62
H 3.12 -4.70 -6.79
H 1.70 -3.11 -8.15
H -0.19 -1.48 -8.16
H -1.32 -0.88 -6.05
H -0.51 -5.01 0.84
N 2.56 0.57 -3.04
N 1.62 -0.16 -3.85
H 3.39 0.79 -3.58
H 2.84 -0.02 -2.27
H 2.08 -0.84 -4.46
H 1.19 0.52 -4.47
C -2.12 3.89 0.44
C -2.09 2.89 1.61
C -2.63 1.54 1.13
C -3.08 3.39 2.68
C -0.65 2.74 2.23
O -0.61 1.55 3.00
C -0.30 3.98 3.09
C 1.07 4.04 3.79
C 1.28 2.95 4.81
C 2.23 1.95 4.62
C 2.40 0.93 5.54
C 1.59 0.90 6.67
Cl 1.78 -0.38 7.82
C 0.65 1.89 6.89
C 0.50 2.91 5.96
C 0.48 2.61 1.18
N 0.53 1.37 0.43
C 0.12 1.12 -0.80
N 0.34 -0.16 -1.10
C 0.93 -0.64 0.04
N 1.07 0.26 0.97
H -3.16 4.06 0.14
H -1.60 3.52 -0.44
H -1.70 4.85 0.71
H -3.66 1.67 0.78
H -2.63 0.81 1.93
H -2.07 1.11 0.30
H -4.10 3.30 2.29
H -2.93 4.43 2.94
H -3.03 2.78 3.58
H -0.66 1.76 3.94
H -1.06 4.05 3.87
H -0.42 4.88 2.48
H 1.11 5.01 4.29
H 1.89 4.04 3.07
H 2.85 1.97 3.73
H 3.13 0.16 5.38
H 0.04 1.86 7.78
H -0.23 3.69 6.15
H 1.43 2.66 1.70
H 0.44 3.42 0.46
H -0.33 1.86 -1.44
H 1.25 -1.66 0.16
*
```

Atomic partial charges in e from the Mulliken method, atoms 1 to 4: atom 1 (Ti): 0.306, atom 2 (Br): -0.176, atom 3 (C): -0.321, atom 4 (C): -0.392

***

C24H34Br33N4O | the ωB97M-V functional and the def2-TZVPD basis

Calculated values
* E_LUMO: -2.883 eV
* E_HOMO: -11.0 eV

```
! wB97M-V def2-TZVPD RIJCOSX def2/J DEFGRID3
* xyz 1 1
C 0.72 1.78 -4.80
C 1.12 0.94 -4.04
C 1.93 -0.03 -3.17
C 3.22 -0.35 -4.00
C 4.17 0.86 -4.20
C 5.49 0.60 -4.39
C 2.17 0.69 -1.83
N 2.86 -0.12 -0.76
C 2.65 -1.52 -1.00
N 3.59 -2.42 -0.73
N 4.83 -2.10 -0.18
C 5.87 -1.87 -1.22
C 6.47 -0.46 -1.01
N 1.43 -1.89 -1.53
C 1.09 -1.28 -2.85
C 1.08 -2.36 -3.96
C -0.06 -3.41 -3.74
O -0.12 -4.28 -4.86
H 0.70 2.58 -5.53
H 3.78 -1.14 -3.45
H 2.96 -0.79 -4.99
H 3.74 1.88 -4.23
H 5.71 -0.22 -5.09
H 6.31 1.12 -3.86
H 1.20 0.98 -1.41
H 2.79 1.60 -1.95
H 3.85 0.13 -0.84
H 3.41 -3.40 -0.94
H 5.16 -2.87 0.41
H 5.34 -1.85 -2.20
H 6.62 -2.68 -1.30
H 5.87 0.33 -1.52
H 7.50 -0.35 -1.39
H 6.40 -0.23 0.07
H 1.44 -2.91 -1.59
H 0.04 -0.92 -2.77
H 2.07 -2.86 -3.98
H 0.93 -1.87 -4.94
H 0.22 -4.06 -2.88
H -1.03 -2.92 -3.55
H 0.09 -3.75 -5.65
C -2.25 3.19 -1.98
Br -3.22 3.93 -3.47
Br -3.39 2.14 -0.83
Br -0.69 2.19 -2.58
H -1.89 4.02 -1.39
C 3.32 -0.31 3.26
Br 4.10 1.44 3.09
Br 1.73 -0.30 4.35
Br 3.00 -1.06 1.51
H 4.04 -0.94 3.77
C -7.14 1.24 1.48
Br -8.71 0.95 2.57
Br -7.01 3.07 0.88
Br -5.53 0.65 2.37
H -7.26 0.63 0.59
C -0.72 2.89 5.01
Br -0.67 2.94 6.93
Br -2.52 2.72 4.34
Br 0.20 4.39 4.22
H -0.18 2.00 4.70
C -11.13 -1.45 5.09
Br -11.57 -0.34 6.61
Br -10.41 -3.15 5.63
Br -12.63 -1.65 3.89
H -10.34 -0.93 4.54
C 8.85 3.75 -3.19
Br 7.90 4.47 -4.71
Br 7.68 2.70 -2.06
Br 10.41 2.76 -3.72
H 9.19 4.59 -2.60
C 2.60 4.65 1.01
Br 2.13 6.39 0.34
Br 1.15 3.38 0.79
Br 4.23 3.98 0.23
H 2.77 4.75 2.08
C 6.63 -4.74 3.27
Br 5.13 -3.92 4.16
Br 6.77 -6.62 3.67
Br 6.58 -4.43 1.36
H 7.53 -4.27 3.64
C -8.38 -6.05 3.30
Br -8.07 -6.20 5.21
Br -10.26 -6.04 2.87
Br -7.45 -4.53 2.55
H -7.96 -6.94 2.85
C -10.10 -1.13 10.81
Br -10.52 0.72 10.42
Br -11.65 -2.26 10.63
Br -8.62 -1.76 9.74
H -9.79 -1.17 11.84
C -5.89 6.19 -5.35
Br -6.32 8.03 -5.76
Br -7.43 5.04 -5.52
Br -4.40 5.56 -6.40
H -5.58 6.16 -4.31
*
```

Atomic partial charges in e from the Mulliken method, atoms 1 to 4: atom 1 (C): 0.191, atom 2 (C): -2.719, atom 3 (C): 3.097, atom 4 (C): -0.929

***

C6H12O | the ωB97M-V functional and the def2-TZVPD basis

Calculated values
* structure (SMILES): C=C[C@H](C)OCC
* E_LUMO: 1.089 eV
* energy above the lowest of the compared OMol25 structures with the same formula, charge and spin: 133.2 kJ/mol
* E_HOMO: -9.6 eV

```
! wB97M-V def2-TZVPD RIJCOSX def2/J DEFGRID3
* xyz 0 1
C 1.49 1.40 1.36
C 1.46 0.82 0.16
C 0.30 0.80 -0.80
C -0.99 1.41 -0.24
O 0.12 -0.50 -1.37
C 0.14 -1.61 -0.49
C -1.23 -1.99 0.04
H 2.39 1.41 1.95
H 0.62 1.91 1.78
H 2.35 0.32 -0.21
H 0.60 1.41 -1.66
H -1.31 0.94 0.70
H -0.82 2.48 -0.04
H -1.79 1.33 -0.97
H 0.54 -2.44 -1.09
H 0.84 -1.42 0.34
H -1.67 -1.17 0.61
H -1.91 -2.26 -0.78
H -1.12 -2.84 0.71
*
```

Atomic partial charges in e from the Mulliken method, atoms 1 to 4: atom 1 (C): -0.745, atom 2 (C): -0.399, atom 3 (C): 0.717, atom 4 (C): -1.623

***

no.,largest force on an atom (eV/Å),E_tot (eV)
1,1.0,-153970.7436
2,5.2,-2344832.6316
3,0.2,-8462.9739